Computed, not measured: a cluster of 11 separate species, C44H121N11O11 in total at a distorted geometry, with ωB97M-V/def2-TZVPD.

The value obtained for the gap between HOMO and LUMO is 9.1 eV. The total charge is 0. As for the relative energy (zero: lowest compared OMol25 entry of this formula, charge and spin): 419.5 kJ/mol. The value obtained for the strongest force on any atom is 3.129 eV Å⁻¹. As for the structure (SMILES): COC[C@H](C)N.COC[C@H](C)N.COC[C@H](C)N.COC[C@H](C)N.COC[C@H](C)N.COC[C@H](C)N.COC[C@H](C)N.COC[C@H](C)N.COC[C@H](C)N.COC[C@H](C)N.COC[C@H](C)N. The energy is -86494.8862 eV.

Geometry as XYZ:
```
187
Properties=species:S:1:pos:R:3:forces:R:3
C 3.741106 -4.829529 1.589575 0.8 -0.7 -0.3
O 3.974247 -3.719163 2.391203 -0.6 1.9 0.1
C 3.289910 -2.519249 1.881315 -0.2 -0.6 1.0
C 3.614387 -1.205376 2.620490 2.8 0.2 1.4
C 3.244196 -1.180419 4.141371 -0.4 -1.4 -1.1
N 3.169478 -0.042114 1.925493 -1.4 -0.1 -0.1
H 4.436915 -4.830993 0.750558 -0.2 0.2 -0.5
H 2.716190 -4.945499 1.237158 -0.2 0.2 0.0
H 4.028944 -5.742068 2.111628 -0.2 0.1 0.5
H 3.401897 -2.365002 0.808113 0.5 -0.1 -0.1
H 2.223585 -2.696346 2.021645 -0.4 -0.1 0.0
H 4.687196 -1.012986 2.607492 0.6 -1.0 0.2
H 3.838633 -2.004021 4.536871 0.0 0.1 0.5
H 2.209972 -1.496398 4.277802 -0.4 0.0 -0.1
H 3.350979 -0.274296 4.737725 0.5 0.1 -0.6
H 3.383310 -0.149642 0.944261 0.5 0.0 -0.4
H 2.186834 -0.270050 1.874910 -0.4 1.1 -0.1
C -1.500552 -0.862141 6.673526 0.0 0.0 0.5
O -2.103587 -1.654972 5.684789 0.0 -0.4 -1.2
C -1.175133 -2.314955 4.802585 -0.2 -0.5 0.3
C -1.822349 -2.953912 3.546337 0.2 0.4 -0.8
C -0.811799 -3.880823 2.774049 -0.6 0.1 1.5
N -2.274037 -1.957042 2.565818 0.1 0.1 0.1
H -2.275260 -0.398410 7.284162 -0.3 0.4 -0.6
H -0.809649 -0.132653 6.250903 -0.1 0.2 0.1
H -0.986608 -1.429474 7.449488 0.6 -0.6 -0.2
H -0.399737 -1.645551 4.430097 0.1 0.5 0.1
H -0.659395 -3.068772 5.397466 0.1 -0.3 0.0
H -2.723316 -3.510865 3.803523 0.2 -0.3 0.4
H -1.256949 -4.410772 1.931966 -0.2 0.3 0.0
H -0.490547 -4.631277 3.496343 0.3 -0.2 -0.1
H 0.072367 -3.345440 2.428030 -0.1 0.2 0.0
H -1.455949 -1.505267 2.182752 0.2 0.2 -0.3
H -2.829461 -1.224656 2.984393 -0.1 0.1 0.3
C 0.565673 3.150328 -5.112092 0.1 0.7 -1.0
O 1.928252 2.979309 -4.819970 0.5 -0.6 0.5
C 2.072733 2.580584 -3.474079 0.4 -0.4 1.0
C 3.488174 1.996629 -3.125043 -0.8 0.0 -0.6
C 3.801126 0.827963 -4.046300 0.3 0.7 0.1
N 3.534850 1.511109 -1.734226 -0.7 1.1 -0.2
H 0.533058 3.498820 -6.144365 -0.1 -0.1 -0.1
H 0.133901 3.950750 -4.511267 -0.2 0.0 0.3
H -0.024188 2.236843 -5.036552 0.1 -0.1 0.3
H 1.804687 3.419287 -2.831556 0.3 0.4 0.3
H 1.293475 1.873368 -3.190025 0.0 -0.7 -0.2
H 4.202252 2.814218 -3.223766 0.2 0.1 -0.5
H 4.789315 0.475238 -3.751091 0.0 -0.4 -0.2
H 3.838558 1.131832 -5.092415 -0.1 -0.1 0.1
H 3.039660 0.063890 -3.889928 0.1 -0.2 -0.1
H 4.432391 1.124585 -1.479031 0.3 -0.2 -0.5
H 3.490834 2.359550 -1.188052 -0.2 0.2 0.5
C -2.633526 8.374348 3.232847 -0.7 -0.4 -0.1
O -2.245979 7.015516 3.342375 0.0 -0.3 0.7
C -3.314036 6.104789 3.717132 0.6 0.9 -1.3
C -2.767964 4.690295 3.842630 0.5 -0.2 1.0
C -1.646668 4.353817 2.865510 0.2 0.5 0.2
N -3.874074 3.752433 3.756677 -0.7 0.0 -0.4
H -3.375244 8.453444 2.438064 -0.2 0.2 -0.2
H -1.799988 9.034257 2.992340 0.3 -0.5 0.0
H -3.096040 8.761976 4.140550 0.0 -0.1 0.3
H -3.858152 6.470685 4.587861 0.2 -0.2 0.3
H -4.039406 6.095574 2.903590 -0.3 0.1 -0.4
H -2.419668 4.608239 4.872225 0.5 -0.1 0.0
H -0.766624 4.968574 3.054452 -0.2 0.2 -0.3
H -2.005709 4.496048 1.846217 0.1 0.1 -0.2
H -1.292059 3.328764 2.973337 -0.3 -0.2 0.1
H -3.545130 2.832905 3.499054 0.3 -0.2 0.3
H -4.434741 4.009472 2.956864 -0.4 0.1 -0.2
C -1.551006 3.176599 -1.496447 0.8 -1.9 0.9
O -1.496638 1.845086 -2.019913 0.4 0.7 -1.1
C -2.772319 1.358011 -2.297495 -0.9 -0.8 1.5
C -2.769112 -0.013079 -2.943292 0.7 0.4 -1.1
C -1.923899 -0.010309 -4.221393 0.9 -0.2 -0.1
N -4.120072 -0.404111 -3.307408 0.0 0.4 0.9
H -2.087416 3.103640 -0.550369 -0.8 0.5 0.0
H -1.955536 3.889929 -2.214514 0.2 0.2 0.2
H -0.531386 3.295352 -1.129878 0.2 0.9 -0.6
H -3.247948 1.267443 -1.320934 -0.5 -0.3 0.3
H -3.445999 2.041689 -2.814052 0.3 0.4 -0.7
H -2.373760 -0.758002 -2.252725 0.1 0.0 0.2
H -1.960988 -0.997371 -4.682306 -0.1 -0.1 -0.1
H -0.865490 0.214937 -4.090526 0.1 0.0 0.4
H -2.251411 0.715538 -4.965683 -0.5 0.1 0.1
H -4.485268 0.359288 -3.858723 -0.4 -0.2 -0.4
H -4.005218 -1.221611 -3.889310 -0.5 -0.1 -0.4
C 2.739379 3.380138 1.102411 -0.6 0.8 -1.9
O 3.344692 4.031066 -0.086901 -0.8 -0.9 1.8
C 3.354058 5.452300 -0.007142 0.7 -0.7 0.4
C 4.053783 5.892383 -1.247356 0.5 0.7 -1.5
C 4.705507 7.300606 -1.210132 -0.6 0.1 0.1
N 3.117410 5.846984 -2.370203 -0.5 1.2 -0.4
H 2.596543 2.338058 0.816477 0.7 -0.1 0.5
H 1.719568 3.752619 1.199095 -0.2 0.4 0.1
H 3.236649 3.567828 2.054046 0.5 -0.2 -0.3
H 2.342888 5.857735 0.028480 -0.2 0.1 0.0
H 3.906373 5.730509 0.890439 0.0 0.3 0.2
H 4.802071 5.170973 -1.575595 0.7 -0.2 1.1
H 4.998706 7.665342 -2.194564 0.3 -0.5 -0.3
H 5.575027 7.380603 -0.557729 -0.1 -0.2 0.1
H 3.998283 8.082314 -0.932909 -0.3 -0.2 0.5
H 2.713916 4.942290 -2.567206 0.3 -0.1 0.2
H 3.675900 6.128067 -3.163412 -0.4 -0.1 -0.5
C -0.297923 -5.535333 -3.367023 0.3 -0.4 -0.2
O -1.478445 -5.591989 -4.170325 0.4 1.2 -0.1
C -2.228860 -4.349615 -4.030116 -0.7 -1.0 -0.3
C -3.327711 -4.215895 -5.124361 -1.4 -1.2 -0.3
C -2.829591 -4.130781 -6.564906 1.2 0.2 0.4
N -4.312368 -3.170707 -4.844624 0.4 1.5 0.5
H 0.567831 -5.076435 -3.844487 -0.3 0.6 -0.4
H 0.088554 -6.536112 -3.174191 -0.6 -0.3 0.1
H -0.441709 -5.025705 -2.414284 -0.3 0.0 0.1
H -2.738447 -4.498742 -3.078179 -0.2 0.6 0.3
H -1.583086 -3.474150 -3.961983 0.2 0.1 -0.2
H -3.930659 -5.122846 -5.079722 0.5 -0.8 0.2
H -2.013982 -3.407691 -6.560785 0.3 0.0 -0.3
H -3.490620 -3.812726 -7.371122 -0.6 0.0 0.5
H -2.434540 -5.105867 -6.849948 0.2 0.1 0.0
H -5.164271 -3.230657 -5.383859 0.3 -0.3 -0.5
H -4.656794 -3.135598 -3.895820 0.3 -0.4 0.4
C -0.058702 0.854720 2.389561 1.4 1.0 0.4
O 0.614451 0.013844 1.463645 -2.4 -0.3 -0.1
C 0.356529 0.418661 0.113309 -0.5 -2.0 -0.3
C 0.723475 -0.746620 -0.887377 1.0 0.2 -1.1
C 0.085738 -2.155952 -0.685802 0.7 0.9 -0.1
N 2.183943 -0.920088 -1.031838 0.3 -0.7 1.4
H 0.124333 0.534671 3.415307 0.0 -0.5 -0.1
H -1.117933 1.089620 2.284931 -0.3 -0.8 -0.6
H 0.435765 1.824427 2.332179 0.0 0.4 0.0
H -0.720039 0.562328 0.021258 -0.1 0.2 -0.2
H 0.847271 1.374800 -0.068543 0.3 -0.1 -0.4
H 0.553677 -0.409962 -1.910080 -1.7 0.5 0.1
H -0.987295 -2.186741 -0.874839 -0.1 0.2 0.8
H 0.469389 -2.543231 0.258091 -0.7 0.0 0.3
H 0.466456 -2.879816 -1.406332 0.4 0.4 -0.4
H 2.598981 -0.024441 -1.245490 0.1 0.4 -0.1
H 2.369797 -1.495519 -1.840810 -0.1 -0.3 -0.2
C 1.849986 0.107532 7.751297 1.1 1.8 1.7
O 1.107459 1.186934 7.153071 -0.7 -2.8 0.3
C 1.808668 2.043495 6.354147 0.6 1.4 -1.9
C 0.778641 2.951066 5.707464 0.0 1.7 -0.9
C 1.375799 4.132281 4.941061 0.2 0.2 -0.3
N -0.025439 3.589699 6.730049 -0.5 -0.5 -0.1
H 2.520288 -0.537462 7.183160 -0.5 0.2 -0.9
H 1.305263 -0.489918 8.482348 -0.8 0.1 -0.7
H 2.496892 0.682785 8.413657 0.8 -0.3 0.3
H 2.514210 2.704449 6.857595 0.1 0.1 0.9
H 2.428133 1.634312 5.556071 -0.1 -0.9 -0.1
H 0.111869 2.458924 4.999434 0.0 -0.6 0.2
H 0.607112 4.840522 4.631836 -0.4 -0.4 -0.1
H 1.932311 3.871960 4.040722 0.2 -0.1 0.2
H 1.960910 4.768532 5.605086 0.6 -0.3 0.1
H -0.175672 2.834284 7.383419 -0.4 0.4 0.8
H 0.593469 4.283936 7.123862 -0.2 0.1 0.7
C 2.960938 -4.410577 -1.717295 -0.1 1.8 1.1
O 2.896621 -3.652867 -2.905551 -0.9 -0.9 0.4
C 3.672168 -4.149961 -3.943481 0.0 1.3 -1.0
C 3.338263 -3.249827 -5.171153 1.2 -0.4 -0.7
C 1.973321 -3.412002 -5.734073 -1.5 -0.5 0.5
N 4.315206 -3.408394 -6.259265 0.5 0.1 0.3
H 2.283773 -5.251717 -1.568901 0.0 -0.3 -0.8
H 2.640875 -3.649311 -1.005859 0.0 -0.3 0.6
H 3.982354 -4.652514 -1.423556 0.1 -0.3 -0.3
H 4.712437 -4.020214 -3.644959 0.5 0.0 -0.3
H 3.535843 -5.213740 -4.138167 -0.4 -0.2 -0.2
H 3.451099 -2.189646 -4.944479 0.0 0.0 0.8
H 1.205721 -3.301012 -4.968186 0.1 0.4 0.3
H 1.785986 -4.434969 -6.060465 0.2 -0.1 -0.6
H 1.741013 -2.676207 -6.503973 0.2 -0.2 -0.2
H 5.221718 -3.421455 -5.814113 0.4 0.1 -0.3
H 4.261995 -4.250746 -6.813993 -0.4 -0.3 0.2
C -7.606126 -4.174521 -2.259157 -1.0 -0.8 0.3
O -6.903407 -3.379573 -1.358989 1.6 0.2 -0.4
C -5.913927 -4.088680 -0.596996 -0.7 0.5 0.7
C -5.164381 -3.102690 0.315663 0.6 0.4 -0.8
C -4.152271 -2.182842 -0.414663 -1.4 0.5 -0.3
N -4.441189 -3.826889 1.312521 0.3 -1.2 1.1
H -7.051415 -4.824727 -2.935655 0.8 0.3 -0.1
H -8.297850 -3.576592 -2.852537 0.2 0.3 0.1
H -8.210023 -4.882960 -1.692129 -0.4 -0.2 0.1
H -6.437756 -4.818812 0.019934 -0.1 0.0 0.4
H -5.203801 -4.705649 -1.147610 0.1 0.3 -0.8
H -5.900799 -2.523656 0.872898 -0.2 0.3 -0.4
H -4.639213 -1.727426 -1.276977 0.2 0.1 -0.2
H -3.236721 -2.687164 -0.723737 -0.1 -0.4 -0.1
H -3.829588 -1.371445 0.237731 -0.1 0.0 0.2
H -4.154126 -3.171202 2.025106 -0.1 0.1 0.2
H -3.542695 -4.081337 0.927721 0.2 -0.3 -0.1
```
Positions in Å, forces in eV/Å.

Results of the Löwdin charge analysis, in e, for atoms 1 through 4: C -0.1484; O -0.1704; C -0.1444; C -0.4299